No. 1
Below is a molecular structure, C44H34CoF5NP2STe, with properties calculated with the ωB97M-V functional and the def2-TZVPD basis.

LUMO level (alpha / beta)	-3.98 / -3.98	eV
total charge	+1
energy above the lowest of the compared OMol25 structures with the same formula, charge and spin	24.9	kJ/mol
HOMO-LUMO gap (alpha / beta)	6.23 / 6.23	eV

Structure (XYZ):
```
89
C44H34CoF5NP2STe, DFT the ωB97M-V functional and the def2-TZVPD basis
Te -1.609 -1.046 2.024
Co -0.115 -0.689 -0.098
S -0.061 -2.505 -1.380
P -1.483 0.584 -1.456
P 1.648 -1.295 1.270
F 0.951 -4.005 -3.721
F 3.579 0.681 -3.098
F 2.948 -3.348 -5.387
F 1.531 0.091 -1.478
F 4.297 -1.025 -5.076
N -0.010 0.959 0.891
C 4.086 -0.360 0.275
C 5.583 -1.723 -1.026
C 0.425 -4.865 2.832
C -3.432 0.030 1.811
C 0.560 -3.754 2.006
C 0.068 2.262 -3.070
C -2.915 -2.726 2.163
C -3.106 -0.041 -1.947
C 2.613 -2.520 -4.409
C -3.587 -1.222 -1.379
C 1.240 -4.999 3.946
C 1.281 2.590 1.697
C 3.538 -2.670 -0.187
C -6.293 -0.946 4.127
C 2.356 -2.936 3.394
C 1.764 0.116 2.403
C -5.460 -0.179 3.324
C 0.709 2.593 -4.259
C -4.372 -0.767 2.688
C -6.035 -2.299 4.306
C 5.267 -0.504 -0.440
C 1.903 -0.827 -2.423
C 2.213 -4.041 4.221
C -3.884 0.639 -2.882
C -4.115 -2.130 2.862
C 4.716 -2.804 -0.907
C 1.204 -2.009 -2.513
C 3.233 -1.451 0.424
C -5.138 0.153 -3.225
C -4.850 -1.702 -1.717
C 0.592 1.768 -5.371
C -0.162 0.601 -5.299
C 0.252 3.172 0.867
C 1.079 1.253 1.704
C -4.945 -2.889 3.680
C -0.807 0.265 -4.117
C -0.517 2.155 0.410
C 1.583 -2.844 -3.547
C -5.621 -1.012 -2.641
C -0.705 1.104 -3.002
C -1.727 2.082 -0.474
C 3.302 -1.338 -4.254
C 2.940 -0.474 -3.250
C 1.512 -2.779 2.293
H 1.093 2.033 -6.296
H 1.230 -0.184 3.306
H -3.150 -3.090 1.164
H 5.936 0.340 -0.547
H 4.956 -3.749 -1.379
H -6.599 -1.389 -2.920
H -7.131 -0.482 4.630
H -3.300 1.059 2.139
H -0.305 -5.631 2.597
H 0.181 2.901 -2.198
H 0.087 4.226 0.668
H -0.248 -0.046 -6.164
H -6.676 -2.895 4.944
H -1.394 -0.646 -4.059
H -2.644 1.924 0.099
H -5.223 -2.617 -1.272
H 6.509 -1.832 -1.578
H -1.871 2.954 -1.105
H 1.308 3.495 -4.315
H 1.126 -5.856 4.602
H 2.856 -3.509 -0.098
H 3.130 -2.202 3.601
H -2.437 -3.523 2.724
H 2.861 -4.156 5.081
H 2.052 3.117 2.252
H -2.957 -1.779 -0.698
H 2.791 0.334 2.681
H -4.735 -3.942 3.835
H -3.728 0.022 0.764
H -5.738 0.681 -3.956
H -3.511 1.549 -3.341
H -5.654 0.882 3.197
H 3.825 0.606 0.696
H -0.055 -3.659 1.117
```

Atomic charges from the Mulliken analysis, expressed in e, are listed below: number 1, Te, carries 0.56; number 2, Co, carries -0.11; number 3, S, carries -0.53; number 4, P, carries 1.94; number 5, P, carries 1.30; number 6, F, carries -0.38; number 7, F, carries -0.48; number 8, F, carries -0.35; number 9, F, carries -0.65; number 10, F, carries -0.37; number 11, N, carries 1.82; number 12, C, carries -0.45; number 13, C, carries -0.56; number 14, C, carries -0.93; number 15, C, carries -0.53; number 16, C, carries 0.12; number 17, C, carries -0.59; number 18, C, carries -1.16; number 19, C, carries 0.50; number 20, C, carries 0.21; number 21, C, carries -0.02; number 22, C, carries -0.58; number 23, C, carries -1.33; number 24, C, carries -0.59; number 25, C, carries -0.64; number 26, C, carries -0.50; number 27, C, carries -1.16; number 28, C, carries -0.73; number 29, C, carries -0.84; number 30, C, carries 0.27; number 31, C, carries -0.62; number 32, C, carries -0.84; number 33, C, carries 0.51; number 34, C, carries -0.77; number 35, C, carries -0.31; number 36, C, carries 0.61; number 37, C, carries -0.73; number 38, C, carries 0.91; number 39, C, carries 0.23; number 40, C, carries -0.76; number 41, C, carries -0.87; number 42, C, carries -0.59; number 43, C, carries -0.72; number 44, C, carries -1.15; number 45, C, carries 0.06; number 46, C, carries -0.82; number 47, C, carries -0.60; number 48, C, carries -0.29; number 49, C, carries 0.26; number 50, C, carries -0.67; number 51, C, carries 0.23; number 52, C, carries -1.40; number 53, C, carries 0.57; number 54, C, carries -0.10; number 55, C, carries 0.24; number 56, H, carries 0.43; number 57, H, carries 0.52; number 58, H, carries 0.48; number 59, H, carries 0.45; number 60, H, carries 0.45; number 61, H, carries 0.41; number 62, H, carries 0.42; number 63, H, carries 0.78; number 64, H, carries 0.49; number 65, H, carries 0.28; number 66, H, carries 0.59; number 67, H, carries 0.44; number 68, H, carries 0.42; number 69, H, carries 0.46; number 70, H, carries 0.62; number 71, H, carries 0.47; number 72, H, carries 0.43; number 73, H, carries 0.66; number 74, H, carries 0.44; number 75, H, carries 0.41; number 76, H, carries 0.32; number 77, H, carries 0.38; number 78, H, carries 0.62; number 79, H, carries 0.45; number 80, H, carries 0.52; number 81, H, carries -0.01; number 82, H, carries 0.62; number 83, H, carries 0.48; number 84, H, carries 0.16; number 85, H, carries 0.44; number 86, H, carries 0.46; number 87, H, carries 0.48; number 88, H, carries 0.30; number 89, H, carries 0.53

---

No. 2
Below is a molecular structure, C44H35Br2F5N2O4P2RuSe, with properties calculated with the ωB97M-V functional and the def2-TZVPD basis.

LUMO level (alpha / beta)	-2.32 / -3.51	eV
total charge	+1
energy above the lowest of the compared OMol25 structures with the same formula, charge and spin	0.0	kJ/mol
expectation value of S²	0.758
HOMO-LUMO gap (alpha / beta)	7.19 / 5.81	eV
multiplicity	2

Structure (XYZ):
```
96
C44H35Br2F5N2O4P2RuSe, DFT the ωB97M-V functional and the def2-TZVPD basis
Ru 0.115 0.043 -0.207
Br 5.154 -0.409 0.151
Br 3.908 0.043 5.649
Se 0.431 2.445 -0.140
P -3.112 -0.552 -1.065
P -1.203 -0.146 -3.327
F 1.705 7.288 1.137
F -2.174 4.046 -0.815
F 2.187 4.660 0.908
F -0.693 8.311 0.401
F -2.629 6.674 -0.569
O 2.061 -0.269 -0.086
O -2.049 0.142 -0.249
O -0.089 0.135 -2.361
O -0.187 -1.996 -0.005
N 0.296 -0.074 1.780
N 0.001 -4.169 -0.381
C -0.859 -2.357 -6.742
C -0.679 -0.001 2.653
C -3.235 3.669 -4.743
C -1.195 4.819 -0.332
C -3.231 1.274 -4.590
C 0.520 -2.396 -6.909
C 0.327 -2.918 -0.698
C -4.324 -1.652 1.101
C -4.549 -4.219 0.062
C -4.003 -3.205 -0.715
C -4.175 1.944 -1.331
C 1.943 -0.033 3.552
C 2.524 -0.201 1.142
C 3.324 -0.059 3.856
C -0.841 -4.387 0.797
C -5.151 2.858 -1.695
C -0.461 7.007 0.284
C -2.048 3.728 -4.031
C -2.042 1.333 -3.860
C -0.574 -1.021 -4.761
C -0.416 0.059 4.034
C -6.594 1.050 -2.383
C -1.407 -1.675 -5.668
C -2.424 -1.258 -2.584
C -4.973 -3.950 1.354
C -1.446 6.171 -0.210
C 3.852 -0.241 1.502
C -3.829 2.442 -5.025
C -4.408 0.586 -1.507
C 0.026 4.262 0.031
C 1.352 -1.747 -6.009
C -1.443 2.559 -3.587
C -6.353 2.411 -2.226
C 0.478 -5.313 -1.154
C 4.248 -0.161 2.851
C 1.591 -0.095 2.196
C 0.999 5.124 0.534
C -4.867 -2.664 1.873
C 0.762 6.482 0.657
C 1.264 -2.695 -1.842
C 0.808 -1.052 -4.938
C 0.878 0.048 4.478
C -3.880 -1.920 -0.197
C -5.623 0.132 -2.021
H -1.241 0.120 4.729
H -5.215 -2.453 2.875
H 0.004 -6.211 -0.771
H -1.871 -4.087 0.606
H -1.685 0.008 2.255
H 1.100 0.104 5.535
H -7.116 3.125 -2.509
H 2.425 -1.782 -6.139
H 0.748 -2.881 -2.787
H 1.629 -1.675 -1.830
H -0.470 -3.792 1.629
H 2.115 -3.373 -1.784
H 1.446 -0.529 -4.236
H 0.221 -5.213 -2.208
H -0.810 -5.440 1.062
H -1.868 -2.160 -2.312
H 0.944 -2.933 -7.747
H 5.303 -0.181 3.087
H -4.974 3.917 -1.561
H -3.217 -1.519 -3.288
H -0.519 2.586 -3.023
H -3.236 2.269 -0.908
H -3.700 4.582 -5.091
H -4.245 -0.645 1.497
H -4.645 -5.217 -0.344
H -1.507 -2.859 -7.449
H -3.699 0.322 -4.816
H -7.542 0.709 -2.778
H -1.588 4.685 -3.825
H -5.815 -0.932 -2.119
H -4.752 2.400 -5.587
H 1.558 -5.432 -1.068
H -3.690 -3.427 -1.728
H -2.485 -1.650 -5.551
H -5.394 -4.743 1.959
```

Atomic charges from the Mulliken analysis, expressed in e, are listed below: number 1, Ru, carries 3.00; number 2, Br, carries -0.17; number 3, Br, carries -0.21; number 4, Se, carries -0.25; number 5, P, carries 0.66; number 6, P, carries 0.33; number 7, F, carries -0.29; number 8, F, carries 0.13; number 9, F, carries -0.27; number 10, F, carries -0.29; number 11, F, carries -0.30; number 12, O, carries -0.77; number 13, O, carries 0.13; number 14, O, carries -0.80; number 15, O, carries -0.19; number 16, N, carries 0.81; number 17, N, carries 0.25; number 18, C, carries -0.77; number 19, C, carries -0.78; number 20, C, carries -0.72; number 21, C, carries 0.05; number 22, C, carries -0.36; number 23, C, carries -0.56; number 24, C, carries 0.46; number 25, C, carries -0.87; number 26, C, carries -0.71; number 27, C, carries -0.43; number 28, C, carries -0.80; number 29, C, carries 0.20; number 30, C, carries 0.77; number 31, C, carries 0.03; number 32, C, carries -0.79; number 33, C, carries -0.48; number 34, C, carries 0.57; number 35, C, carries -0.62; number 36, C, carries 0.97; number 37, C, carries 0.86; number 38, C, carries -1.35; number 39, C, carries -0.80; number 40, C, carries -0.41; number 41, C, carries -1.42; number 42, C, carries -0.50; number 43, C, carries -0.20; number 44, C, carries -0.17; number 45, C, carries -0.74; number 46, C, carries 0.79; number 47, C, carries -0.30; number 48, C, carries -0.75; number 49, C, carries -0.71; number 50, C, carries -0.65; number 51, C, carries -0.94; number 52, C, carries -0.41; number 53, C, carries -0.12; number 54, C, carries 0.31; number 55, C, carries -0.86; number 56, C, carries 0.19; number 57, C, carries -1.59; number 58, C, carries -0.55; number 59, C, carries -0.66; number 60, C, carries 0.75; number 61, C, carries -0.84; number 62, H, carries 0.49; number 63, H, carries 0.46; number 64, H, carries 0.33; number 65, H, carries 0.20; number 66, H, carries 0.79; number 67, H, carries 0.37; number 68, H, carries 0.44; number 69, H, carries 0.46; number 70, H, carries 0.44; number 71, H, carries 0.05; number 72, H, carries 0.20; number 73, H, carries 0.65; number 74, H, carries 0.49; number 75, H, carries 0.33; number 76, H, carries 0.44; number 77, H, carries 0.33; number 78, H, carries 0.41; number 79, H, carries 0.45; number 80, H, carries 0.52; number 81, H, carries 1.09; number 82, H, carries 0.50; number 83, H, carries 0.49; number 84, H, carries 0.44; number 85, H, carries 0.46; number 86, H, carries 0.44; number 87, H, carries 0.44; number 88, H, carries 0.24; number 89, H, carries 0.45; number 90, H, carries 0.52; number 91, H, carries 0.44; number 92, H, carries 0.46; number 93, H, carries 0.32; number 94, H, carries 0.38; number 95, H, carries 0.21; number 96, H, carries 0.43